Entry 1:
This record from the Open Molecules 2025 dataset describes 3 unconnected molecules or ions with the total composition C7H16O2 in a non-equilibrium geometry. The level of theory is the ωB97M-V functional and the def2-TZVPD basis.

Calculated values
- E (eV) = -11602.8535
- energy above the lowest of the compared OMol25 structures with the same formula, charge and spin (eV) = 1.2648
- frontier orbital gap (alpha / beta) (eV) = 9.69 / 6.09
- expectation value of S² = 0.77
- 2S+1 = 2
- LUMO energy (alpha / beta) (hartree) = -0.174 / -0.306
- highest occupied orbital energy (alpha / beta) (eV) = -14.41 / -14.41
- net charge = +1

Each line ends with the Löwdin spin population.
CARTESIAN COORDINATES (ANGSTROEM)
1 C -0.12724 -2.80269 -0.13565  0.0017
2 C 0.36221 -1.88951 -1.31070  0.0313
3 C 1.44300 -0.89674 -0.83850  0.0450
4 C 0.76968 0.23832 -0.18990  0.2823
5 C 0.89590 1.54322 -0.58765  0.2366
6 C 0.38656 2.52322 0.36232  0.0749
7 C 0.76571 2.55425 1.66373  0.2575
8 H 0.72826 -3.34901 0.30683  0.0002
9 H -0.54156 -3.66691 -0.61901  0.0011
10 H -0.62062 -2.25933 0.65816  0.0001
11 H -0.54562 -1.41180 -1.66708  0.0004
12 H 0.72957 -2.53081 -2.11443  0.0051
13 H 1.93636 -0.54344 -1.76877  0.0001
14 H 2.32905 -1.27663 -0.31956  0.0149
15 H 0.14752 0.00439 0.67208  0.0096
16 H 1.29285 1.83649 -1.55283  0.0081
17 H -0.27638 3.32740 0.03941  0.0034
18 H 1.27233 1.66054 2.04013  0.0111
19 H 0.51035 3.32115 2.38668  0.0132
20 H -2.38879 1.02891 -1.61012  0.0002
21 H -2.67365 2.21381 -2.58001  0.0000
22 O -3.09210 1.54099 -2.01656  0.0006
23 H -1.35976 -1.10647 3.34374  0.0001
24 H -0.71751 0.31899 3.11244  0.0013
25 O -1.22611 -0.37835 2.72526  0.0013

Atomic forces in eV per Å
2.4172 -0.4141 -0.9111
-0.3681 -1.5512 1.9455
0.0775 1.0556 -2.6074
1.4415 -1.7844 0.3951
-1.0539 1.4494 1.6346
-0.3585 1.0174 -0.9134
-0.2290 -1.6941 0.2184
0.1028 0.7813 0.1251
-1.6395 -0.0738 0.1903
-0.6976 -0.2994 -0.0847
0.1665 0.5278 -0.3617
0.1887 0.2777 0.0496
-0.2295 0.2852 0.3718
-0.6419 -0.4636 0.7148
-0.0238 0.0943 0.0772
-0.1700 -0.0144 -0.0736
0.6503 0.1855 -0.4727
0.3183 0.4795 0.1025
-0.0276 0.1053 -0.3399
0.0461 0.0284 -0.1120
-0.1658 -0.4373 0.2794
0.1131 0.4090 -0.1819
0.2168 0.3962 0.1753
0.2515 0.2338 0.9207
-0.3850 -0.5941 -1.1418



Entry 2:
This record from the Open Molecules 2025 dataset describes 3 unconnected molecules or ions with the total composition C20H52N7O3P2Si in a non-equilibrium geometry. The level of theory is the ωB97M-V functional and the def2-TZVPD basis.

Calculated values
- E (eV) = -64592.0841
- energy above the lowest of the compared OMol25 structures with the same formula, charge and spin (eV) = 8.5446
- frontier orbital gap (eV) = 5.95
- 2S+1 = 1
- LUMO energy (hartree) = -0.126
- highest occupied orbital energy (eV) = -9.38
- net charge = +1

Each line ends with the Mulliken charge.
CARTESIAN COORDINATES (ANGSTROEM)
1 C 4.20775 5.59726 2.42724  -0.4298
2 C 3.91109 4.20103 2.46532  -0.2166
3 C 3.88019 2.53355 2.59592  0.2571
4 N 3.86562 1.77409 1.25396  -0.0771
5 C 5.13306 0.89442 1.27896  -0.8239
6 C 6.09010 1.99022 2.10206  0.2346
7 Si 7.92636 1.49448 2.41325  0.5293
8 C 8.72967 0.82729 0.75399  -0.9654
9 C 8.94777 3.04857 3.04717  -0.9994
10 C 7.97161 0.12875 3.81440  -0.9882
11 O 5.18520 2.21088 3.26359  -0.3598
12 H 4.66183 6.65878 2.72967  0.3520
13 H 2.94624 2.07014 3.13493  0.3964
14 H 4.04373 2.33951 0.38835  0.4169
15 H 3.10050 1.05278 1.23406  0.1917
16 H 4.96796 0.08408 2.13536  0.3541
17 H 5.50289 0.52469 0.22728  0.3022
18 H 6.11053 2.88547 1.33459  0.2623
19 H 8.99628 -0.32365 0.90789  0.2590
20 H 7.91867 0.97310 -0.08500  0.2302
21 H 9.67983 1.45092 0.45687  0.3207
22 H 9.21430 2.83102 4.17495  0.2683
23 H 9.90597 3.10844 2.34867  0.2957
24 H 8.21484 3.96249 2.90099  0.2855
25 H 7.10303 0.41379 4.55043  0.2788
26 H 7.75528 -0.88814 3.25718  0.2701
27 H 9.04154 0.10125 4.33542  0.3237
28 O 1.22326 -1.49813 1.08875  -0.8935
29 P 1.23154 -1.64785 -0.45237  0.7114
30 N -0.47789 -1.68962 -0.54521  0.2958
31 C -1.27476 -2.73456 0.07829  -0.9783
32 C -1.07957 -0.38967 -0.22029  -1.0917
33 N 1.94257 -3.19502 -0.43318  0.2709
34 C 1.24557 -4.45473 -0.58884  -1.1021
35 C 3.06469 -3.36706 0.48898  -0.8601
36 N 1.24106 -1.81995 -2.22401  0.1367
37 C 0.11524 -1.99071 -3.12204  -0.8390
38 C 2.52903 -1.91467 -2.89562  -1.0300
39 H -2.34789 -2.52049 0.00119  0.1787
40 H -1.03092 -2.87626 1.13376  0.3408
41 H -1.15941 -3.68110 -0.45116  0.2742
42 H -0.54111 0.41920 -0.72489  0.4073
43 H -1.06056 -0.18943 0.85721  0.2825
44 H -2.11868 -0.33998 -0.56809  0.3115
45 H 0.67467 -4.71620 0.30699  0.3588
46 H 1.94809 -5.27478 -0.78130  0.3864
47 H 0.58330 -4.44304 -1.45660  0.2157
48 H 2.72624 -3.57965 1.50842  0.2986
49 H 3.68787 -2.46710 0.51121  0.1308
50 H 3.72457 -4.18447 0.16533  0.3608
51 H -0.40342 -2.93658 -2.94583  0.2475
52 H 0.42255 -1.99260 -4.17506  0.3682
53 H -0.59671 -1.16364 -3.02948  0.2745
54 H 2.72649 -2.94357 -3.21488  0.3195
55 H 3.34474 -1.60353 -2.23473  0.2278
56 H 2.57266 -1.25956 -3.77265  0.4472
57 O -4.55495 0.50451 -1.34197  -0.9761
58 P -6.03308 0.04457 -1.37571  0.8446
59 N -6.49813 1.32167 -2.41748  0.2277
60 C -6.39396 2.72262 -2.04048  -1.0867
61 C -5.94354 1.16112 -3.76808  -1.1708
62 N -6.31600 0.38101 0.26941  0.2937
63 C -6.97937 1.55518 0.79685  -1.0814
64 C -5.26664 -0.04553 1.19465  -0.9760
65 N -7.73229 -0.48416 -1.41450  0.0426
66 C -8.86036 0.14517 -2.07366  -0.8314
67 C -8.10987 -1.63443 -0.60628  -1.0624
68 H -6.63305 3.38348 -2.88279  0.3798
69 H -5.39970 2.98639 -1.67247  0.2732
70 H -7.13983 2.98024 -1.28758  0.3044
71 H -6.06143 0.12797 -4.11094  0.3921
72 H -4.87677 1.41061 -3.80318  0.2918
73 H -6.47573 1.79386 -4.48890  0.3594
74 H -6.34353 2.44321 0.73420  0.3398
75 H -7.24836 1.41783 1.85129  0.3719
76 H -7.92645 1.74433 0.28794  0.2216
77 H -4.45150 0.68340 1.25130  0.3011
78 H -4.84880 -1.00961 0.88689  0.2169
79 H -5.66625 -0.19801 2.20728  0.3654
80 H -9.08435 1.12548 -1.64522  0.2516
81 H -9.77629 -0.45216 -1.98671  0.3794
82 H -8.68442 0.25084 -3.14948  0.2656
83 H -8.66641 -1.31927 0.28281  0.3143
84 H -7.22811 -2.19159 -0.27305  0.2904
85 H -8.72587 -2.33920 -1.17557  0.4383

Atomic forces in eV per Å
-1.3221 -10.2624 1.2635
2.3568 8.6242 -0.2371
0.5587 2.1566 1.4184
1.3405 -1.4109 -0.5918
2.1426 -0.0421 2.6380
-1.7285 -0.5738 -2.2805
2.0564 -0.4011 1.2615
-0.3884 -0.2161 -0.4370
-0.4841 -0.2569 -0.4229
-0.1616 -0.1587 -0.4585
-1.5308 0.3176 -3.2453
-1.4594 -2.8366 -0.9910
2.0472 1.4746 -0.4519
-1.2161 -0.2284 1.0422
0.0651 1.3837 -0.4763
0.1626 1.2681 -2.4726
-1.0833 0.7764 2.1679
-0.0808 -0.9885 1.7772
-0.5696 2.5514 -0.6076
1.7599 -0.5584 1.2530
-1.8850 -1.3542 0.5970
-0.4427 0.8437 -2.3437
-2.0078 0.2060 1.7413
1.9235 -1.4704 0.5379
1.8244 -0.8743 -1.1050
0.3844 1.7762 1.5124
-2.5027 -0.0095 -1.0553
2.6286 3.3539 -0.6977
-4.4374 -5.8860 0.2990
-1.5530 0.8816 -0.6468
0.1355 -0.5712 -0.0367
0.0042 0.1060 -0.2119
2.1935 -0.5305 0.4774
-0.1113 -0.0574 -0.8305
-0.0294 0.0738 0.1866
1.4289 1.1958 0.5748
-0.7434 1.0787 -0.3770
0.3148 0.3337 0.0065
0.2859 0.3919 -0.0241
-0.0468 -0.0736 0.1381
0.1264 0.0305 0.1544
0.0737 0.0316 -0.0087
0.0282 0.0372 0.0162
0.1533 -0.1003 0.0089
-0.0659 -0.0066 0.0273
0.1179 0.2558 0.0886
-0.1083 0.1070 0.1312
0.0791 0.0297 0.1066
-0.1331 -0.0574 0.1088
-0.3089 0.0862 -0.1073
-0.0073 0.1127 0.2928
0.3806 0.0525 0.2498
-0.0330 -0.3570 -0.0045
-0.0766 0.0487 0.0073
-0.1276 -0.1881 -0.0209
-0.0318 -0.0702 0.0415
0.4611 -3.8023 -0.9915
-1.9362 6.5276 1.9449
-0.7752 0.7019 -1.9526
-0.1875 0.1023 0.4946
-0.1316 -0.2639 0.0625
0.6752 -1.0767 1.9753
-0.7655 -0.2741 -0.1694
0.1996 -0.0652 -0.1129
1.1894 -1.5568 -0.0522
-0.1058 -0.1639 -1.2857
0.2220 -0.4349 -0.0237
0.1499 -0.4074 -0.1155
0.1200 0.1171 0.0531
0.1825 -0.0580 0.0752
0.0543 -0.0260 0.0401
0.0193 -0.0423 -0.0296
-0.0030 -0.0217 0.2324
0.0222 0.1010 -0.0260
0.1819 -0.1986 -0.1046
0.1184 0.0735 -0.1433
0.1471 -0.0086 0.0348
0.0522 0.2257 -0.0233
-0.1545 0.1545 -0.2598
0.2654 0.0521 -0.0671
0.3334 -0.2294 0.2217
-0.1209 0.2122 0.2445
-0.0018 0.0423 -0.0701
-0.1320 0.1954 0.0315
0.0241 0.0788 0.0334